Density functional theory data (ωB97M-V/def2-TZVPD) for a cluster of 10 separate species, C24H55N7O16 in total in a non-equilibrium geometry.

Geometry as XYZ:
```
102
Properties=species:S:1:pos:R:3:lowdin_spin:R:1
C 4.84425 -31.14549 0.39625 0.0000
O 6.21506 -31.18690 0.04478 -0.0001
C 6.70755 -31.11144 -1.20596 0.0000
O 7.84570 -31.61576 -1.52126 0.0001
O 5.69737 -30.85647 -2.10396 0.0000
C 5.97814 -30.95852 -3.45329 0.0000
H 4.79869 -31.00297 1.47593 0.0000
H 4.30880 -32.06078 0.14396 0.0000
H 4.21439 -30.36100 -0.02321 0.0000
H 6.83165 -30.31270 -3.65953 0.0000
H 5.13785 -30.54874 -4.01372 0.0000
H 6.38417 -31.86855 -3.89496 0.0000
C 7.91537 -28.35410 -8.25738 0.0000
O 7.73975 -28.09738 -6.93757 0.0000
C 8.51645 -27.23627 -6.38644 0.0000
O 9.45951 -26.63124 -6.85888 0.0000
O 7.99569 -27.16498 -5.13512 0.0001
C 8.76473 -26.46466 -4.20342 0.0002
H 7.73529 -27.48344 -8.88795 0.0000
H 7.32284 -29.22002 -8.55266 0.0000
H 8.90372 -28.79252 -8.39546 0.0000
H 8.35408 -26.58412 -3.20083 -0.0002
H 8.61074 -25.41508 -4.45393 0.0000
H 9.83030 -26.69417 -4.20310 0.0000
C 7.76027 -32.56940 2.49849 0.0000
O 8.28112 -31.24208 2.67185 0.0002
C 9.50778 -30.94421 3.32736 0.0001
O 9.91627 -29.81757 3.55077 0.0006
O 10.19487 -32.13844 3.51469 0.0001
C 11.49285 -32.09021 4.08599 0.0000
H 8.26680 -33.07606 1.67702 0.0000
H 6.68828 -32.55991 2.30140 0.0000
H 7.77891 -33.14065 3.42663 0.0000
H 11.53437 -31.53374 5.02232 0.0000
H 12.27056 -31.66344 3.45265 0.0000
H 11.84707 -33.04109 4.48407 0.0000
C 13.30141 -27.25159 -1.64473 0.0000
C 12.63580 -27.53528 -0.28398 0.0000
O 11.58770 -26.97770 -0.00073 0.0004
N 13.15888 -28.49416 0.44660 0.0002
C 12.50462 -28.99279 1.73403 0.0001
H 12.51734 -27.05625 -2.37629 0.0000
H 13.79637 -28.18403 -1.91617 0.0000
H 13.91281 -26.35003 -1.60645 0.0000
H 14.06860 -28.88497 0.24719 0.0000
H 11.95150 -29.91987 1.58340 0.0000
H 11.71182 -28.33737 2.09458 0.0000
H 13.17196 -29.18282 2.57465 0.0000
O 12.49471 -30.43313 -2.51424 0.0003
C 11.29337 -30.43623 -2.59739 0.0000
N 10.59108 -30.74911 -1.51698 0.0007
C 10.68486 -30.00431 -3.92742 0.0000
H 11.06573 -31.37920 -0.88627 0.0000
H 9.62342 -30.49271 -1.38285 0.0000
H 9.89468 -30.68004 -4.25471 0.0000
H 11.42183 -29.83647 -4.71280 0.0000
H 10.21899 -29.02257 -3.84224 0.0000
O 8.36028 -22.35355 -3.20386 0.0026
C 7.33039 -22.99273 -3.02580 0.0007
N 7.27545 -24.09828 -2.35020 0.0048
C 6.04952 -22.43352 -3.51761 0.0006
H 8.07632 -24.60565 -2.00194 0.0017
H 6.32415 -24.41517 -2.22882 0.0004
H 6.05730 -21.88386 -4.45884 0.0000
H 5.90627 -21.55719 -2.88547 0.0000
H 5.27174 -23.19470 -3.45633 0.0000
O 5.43415 -23.60536 3.51843 0.0003
C 6.05579 -23.12243 2.65300 0.0001
N 7.09334 -22.38336 2.93859 0.0000
C 5.77115 -23.35193 1.18927 0.0004
H 7.92193 -22.21290 2.38679 0.0000
H 7.21106 -22.10160 3.90133 0.0000
H 4.70194 -23.48037 1.02081 0.0000
H 6.46589 -24.08599 0.78110 0.0001
H 5.73770 -22.32091 0.83716 0.0000
O 7.11771 -26.64212 -0.70096 0.7599
C 8.12659 -26.82622 0.02797 0.0662
N 9.02702 -25.87316 0.11098 0.0807
C 8.49895 -28.27193 0.45278 0.0627
H 9.02434 -24.98888 -0.37703 0.0005
H 9.93554 -26.31421 0.12364 0.0027
H 9.10494 -28.57738 -0.40019 0.0014
H 7.68640 -28.98478 0.31240 -0.0003
H 8.95745 -28.32843 1.44004 0.0088
O 5.34116 -28.65330 2.40921 0.0012
C 5.80370 -28.02226 3.33885 0.0000
N 5.48697 -26.75178 3.56683 0.0001
C 6.71512 -28.68921 4.34884 0.0001
H 4.87299 -26.24610 2.94440 0.0000
H 5.81455 -26.25827 4.38490 0.0000
H 7.76057 -28.61015 4.05074 0.0000
H 6.51251 -29.74954 4.19796 0.0000
H 6.59105 -28.41167 5.39559 0.0000
O 8.73114 -22.54141 0.83109 0.0011
C 9.26653 -21.70505 0.12200 0.0000
N 10.43701 -21.99790 -0.39259 0.0000
C 8.61116 -20.37296 -0.24535 0.0001
H 10.64891 -21.54059 -1.26786 0.0000
H 10.69775 -22.96256 -0.24591 0.0000
H 9.10542 -19.58513 0.32309 0.0000
H 7.58403 -20.26796 0.10405 0.0000
H 8.60662 -20.24409 -1.32769 0.0000
```

Properties
- relative energy (zero: lowest compared OMol25 entry of this formula, charge and spin) (kJ/mol) = 0.0
- 2S+1 = 2
- Kohn-Sham gap (spin up / spin down) (eV) = 8.148 / 3.499
- net charge = +1